{"formula": "C31H33AuClN2O2Si2", "method": "the ωB97M-V functional and the def2-TZVPD basis", "energy_ev": -71719.299, "gap_ev": [6.344, 5.308], "s2": 2.06, "spin_multiplicity": 3, "de_lowest_kcal_mol": 10.99, "total_charge": 1, "e_homo_ev": [-8.89, -10.70], "species": ["C", "C", "C", "H", "C", "C", "H", "H", "H", "H", "Au", "Si", "C", "C", "H", "C", "H", "C", "H", "C", "H", "C", "H", "C", "C", "H", "C", "H", "C", "H", "C", "H", "C", "H", "H", "Si", "C", "C", "H", "C", "H", "C", "H", "C", "H", "C", "H", "C", "C", "H", "C", "H", "C", "H", "C", "H", "C", "H", "H", "Cl", "C", "O", "C", "O", "N", "N", "H", "H", "H", "H", "H", "H"], "xyz": [[3.094, 3.301, 4.220], [3.577, 2.434, 3.165], [2.618, 2.591, 2.026], [4.594, 2.054, 3.063], [1.706, 3.636, 2.407], [1.975, 4.009, 3.739], [1.428, 4.781, 4.297], [3.586, 3.449, 5.184], [2.786, 2.255, 1.007], [0.947, 4.071, 1.751], [2.234, 0.693, 3.059], [0.523, 0.019, -2.705], [0.107, -1.767, -3.131], [-1.248, -2.079, -3.282], [-2.002, -1.305, -3.112], [-1.641, -3.355, -3.680], [-2.703, -3.590, -3.738], [-0.689, -4.317, -3.994], [-1.004, -5.324, -4.269], [0.665, -3.988, -3.918], [1.404, -4.741, -4.175], [1.066, -2.723, -3.487], [2.122, -2.459, -3.425], [-0.635, 0.838, -3.936], [-0.401, 0.751, -5.315], [0.520, 0.289, -5.676], [-1.381, 1.215, -6.208], [-1.236, 1.109, -7.276], [-2.557, 1.803, -5.729], [-3.306, 2.189, -6.419], [-2.786, 1.887, -4.361], [-3.697, 2.325, -3.954], [-1.836, 1.377, -3.469], [-2.052, 1.380, -2.401], [1.898, 0.279, -3.127], [-2.148, -0.866, 0.379], [-1.308, 0.689, -0.302], [0.063, 0.816, -0.939], [0.829, 0.206, -0.429], [0.537, 2.189, -1.190], [1.508, 2.307, -1.680], [-0.189, 3.298, -0.816], [0.214, 4.304, -0.987], [-1.447, 3.143, -0.219], [-2.000, 4.027, 0.088], [-1.971, 1.864, 0.039], [-2.923, 1.814, 0.587], [-0.697, -2.038, 0.277], [0.510, -1.589, 0.841], [0.533, -0.627, 1.369], [1.712, -2.283, 0.697], [2.633, -1.848, 1.066], [1.698, -3.538, 0.087], [2.618, -4.119, 0.011], [0.505, -4.032, -0.424], [0.489, -5.002, -0.926], [-0.686, -3.299, -0.323], [-1.609, -3.709, -0.732], [-3.493, -1.239, 0.018], [-2.273, -0.573, 2.454], [-0.710, 0.077, 7.428], [-0.893, 0.907, 6.247], [-0.186, 0.663, 5.134], [-0.115, 1.477, 4.220], [0.413, -0.603, 5.136], [1.032, -0.928, 3.889], [0.312, -0.334, 7.496], [-1.453, -0.737, 7.461], [-0.893, 0.767, 8.254], [-0.270, -1.324, 5.391], [0.315, -1.232, 3.222], [1.666, -1.715, 4.045]]}

---

{"formula": "C31H33ClN7O2S2SiZr", "method": "the ωB97M-V functional and the def2-TZVPD basis", "energy_ev": -90560.637, "gap_ev": 8.361, "de_lowest_kcal_mol": 27.00, "total_charge": 1, "e_homo_ev": -10.43, "species": ["Zr", "C", "Si", "C", "C", "N", "C", "C", "C", "C", "C", "C", "O", "C", "C", "C", "C", "C", "C", "H", "H", "H", "H", "H", "H", "H", "H", "H", "H", "H", "H", "H", "H", "H", "H", "H", "H", "N", "C", "N", "C", "C", "S", "C", "C", "S", "C", "N", "N", "H", "H", "H", "H", "H", "H", "O", "C", "C", "C", "C", "C", "C", "C", "N", "C", "C", "N", "H", "H", "H", "H", "H", "H", "H", "Cl", "C", "H", "H"], "xyz": [[0.688, -0.044, 0.181], [2.762, -4.193, 0.451], [1.492, -3.095, 1.305], [2.293, -1.739, 2.388], [0.537, -4.205, 2.508], [0.464, -2.160, 0.241], [0.033, -2.665, -0.991], [-0.341, -3.994, -1.204], [-0.820, -4.430, -2.431], [-0.933, -3.548, -3.491], [-0.558, -2.221, -3.322], [-0.090, -1.800, -2.098], [0.302, -0.469, -1.858], [0.247, 0.491, -2.891], [-0.927, 1.186, -3.122], [-0.925, 2.226, -4.036], [0.241, 2.563, -4.709], [1.404, 1.840, -4.489], [1.409, 0.794, -3.577], [3.162, -4.928, 1.152], [3.594, -3.625, 0.042], [2.304, -4.742, -0.375], [3.350, -1.953, 2.556], [1.804, -1.705, 3.362], [2.230, -0.734, 1.953], [1.239, -4.804, 3.091], [-0.142, -4.898, 2.004], [-0.053, -3.614, 3.210], [-0.258, -4.690, -0.378], [-1.110, -5.465, -2.554], [-1.302, -3.879, -4.452], [-0.625, -1.520, -4.144], [-1.825, 0.918, -2.583], [-1.835, 2.782, -4.221], [0.240, 3.382, -5.415], [2.311, 2.089, -5.022], [2.300, 0.203, -3.408], [-1.656, -1.824, 2.318], [-1.378, -0.576, 2.679], [-0.316, 0.118, 2.266], [-0.240, 1.333, 2.954], [-1.252, 1.582, 3.808], [-2.363, 0.266, 3.837], [0.917, 2.184, 2.751], [1.226, 3.272, 3.491], [2.651, 4.015, 2.886], [2.759, 2.757, 1.677], [1.804, 1.870, 1.737], [3.779, 2.771, 0.796], [-1.080, -2.226, 1.576], [-2.499, -2.272, 2.628], [-1.422, 2.451, 4.420], [0.703, 3.685, 4.337], [4.439, 3.525, 0.812], [3.745, 2.174, -0.010], [0.110, 1.745, -0.386], [-0.787, 2.576, 0.128], [-0.417, 3.893, 0.439], [-1.320, 4.794, 0.958], [-2.638, 4.413, 1.187], [-3.028, 3.129, 0.876], [-2.127, 2.197, 0.348], [-2.589, 0.863, -0.012], [-1.844, -0.219, -0.215], [-2.719, -1.230, -0.567], [-3.990, -0.759, -0.572], [-3.895, 0.565, -0.223], [0.608, 4.178, 0.237], [-0.998, 5.803, 1.184], [-3.351, 5.123, 1.583], [-4.053, 2.832, 1.061], [-2.381, -2.224, -0.798], [-4.929, -1.227, -0.807], [-4.663, 1.208, -0.165], [2.979, -1.402, -1.359], [2.840, 0.181, -0.482], [3.027, 0.933, -1.255], [3.684, 0.167, 0.205]]}

---

{"formula": "C31H33I2N16O3PS2Ti", "method": "the ωB97M-V functional and the def2-TZVPD basis", "energy_ev": -132940.209, "gap_ev": 6.239, "de_lowest_kcal_mol": 9.93, "total_charge": 0, "e_homo_ev": -7.91, "species": ["Ti", "I", "C", "C", "C", "I", "C", "O", "C", "C", "N", "C", "C", "C", "C", "C", "C", "N", "C", "H", "H", "H", "H", "H", "H", "H", "H", "H", "H", "H", "O", "C", "C", "C", "C", "C", "C", "C", "O", "N", "N", "C", "S", "C", "C", "S", "H", "H", "H", "H", "H", "H", "H", "H", "H", "N", "C", "N", "N", "N", "N", "C", "N", "N", "N", "N", "H", "C", "N", "C", "N", "C", "N", "C", "P", "C", "C", "H", "H", "H", "H", "H", "H", "H", "H", "H", "H", "H", "H"], "xyz": [[0.574, 0.085, -0.118], [-1.471, 6.473, 3.762], [-0.586, 4.843, 2.846], [0.624, 4.274, 3.343], [1.023, 3.030, 2.898], [2.921, 2.231, 3.553], [0.344, 2.295, 1.894], [0.627, 1.107, 1.468], [-0.689, 3.008, 1.256], [-1.458, 2.504, 0.088], [-0.673, 1.794, -1.026], [-0.142, 2.493, -2.248], [0.325, 3.933, -2.160], [-0.619, 4.958, -2.439], [-0.203, 6.260, -2.462], [1.224, 6.518, -2.489], [2.046, 5.419, -2.286], [1.624, 4.215, -1.992], [-1.166, 4.213, 1.728], [1.230, 4.732, 4.081], [-1.978, 3.354, -0.338], [-2.264, 1.805, 0.398], [-1.355, 1.144, -1.369], [-0.987, 2.484, -3.002], [0.740, 1.899, -2.614], [-1.678, 4.650, -2.613], [-0.900, 7.085, -2.499], [1.655, 7.480, -2.712], [3.162, 5.488, -2.355], [-2.047, 4.622, 1.243], [-0.901, -3.724, -0.061], [-2.018, -3.576, 0.679], [-2.553, -4.734, 1.214], [-3.692, -4.645, 1.964], [-4.222, -3.416, 2.410], [-3.651, -2.235, 1.921], [-2.619, -2.346, 0.948], [-2.271, -1.063, 0.203], [-1.101, -0.819, -0.238], [-3.297, -0.247, 0.066], [-3.378, 0.440, -1.084], [-4.396, 0.130, -1.886], [-5.069, -1.508, -1.931], [-5.587, -1.402, -3.669], [-5.992, -0.022, -4.075], [-4.734, 1.064, -3.316], [-0.742, -2.930, -0.647], [-2.081, -5.676, 0.986], [-4.236, -5.503, 2.255], [-5.021, -3.337, 3.125], [-4.045, -1.267, 2.140], [-6.356, -2.158, -3.841], [-4.716, -1.703, -4.241], [-7.007, 0.285, -3.813], [-5.854, 0.089, -5.184], [2.720, -0.195, -2.902], [3.108, 0.696, -1.868], [4.194, 1.441, -1.952], [4.164, 2.181, -0.811], [3.138, 1.865, -0.111], [2.394, 0.955, -0.783], [1.765, -1.199, -2.724], [1.720, -2.345, -3.441], [0.519, -2.904, -2.967], [-0.022, -2.128, -2.059], [0.847, -1.080, -1.816], [3.445, -0.427, -3.604], [4.396, -3.665, 1.695], [4.544, -2.270, 2.191], [3.899, -2.248, 3.497], [2.473, -2.757, 3.516], [2.381, -4.145, 2.887], [3.057, -4.226, 1.557], [2.297, -3.484, 0.587], [2.096, -1.692, 1.060], [3.949, -1.273, 1.297], [1.525, -1.792, 2.833], [4.968, -4.336, 2.385], [4.957, -3.756, 0.766], [3.842, -1.238, 3.949], [4.471, -2.857, 4.191], [1.342, -4.399, 2.843], [2.874, -4.825, 3.607], [1.329, -3.974, 0.426], [2.848, -3.421, -0.326], [3.971, -0.258, 1.674], [4.389, -1.304, 0.321], [0.524, -2.255, 3.009], [1.513, -0.773, 3.315]]}